C42H40BrIN6O3PbS | ωB97M-V/def2-TZVPD

CARTESIAN COORDINATES (ANGSTROEM)
Pb -0.36599 0.23278 0.40084
Br 6.87605 -4.42247 0.63325
C 5.45657 -3.39103 -0.09447
C 5.21691 -3.43472 -1.45790
C 4.18025 -2.68817 -1.99140
C 3.38866 -1.88340 -1.16663
C 3.66116 -1.85137 0.20139
C 4.68344 -2.60551 0.74449
N 2.28789 -1.15040 -1.60975
C 2.18003 -0.70820 -2.78212
C 1.00462 0.04523 -3.27576
C 0.86991 0.15725 -4.66105
C -0.15749 0.91580 -5.19241
C -1.01493 1.56725 -4.32962
C -0.83698 1.38506 -2.96459
N 0.12438 0.63595 -2.44106
H 5.84139 -4.04363 -2.09683
H 3.97963 -2.74831 -3.05401
H 3.06948 -1.20110 0.82527
H 4.86898 -2.58870 1.81042
H 2.97409 -0.81988 -3.53406
H 1.56709 -0.35379 -5.31244
H -0.27542 1.00694 -6.26424
H -1.80934 2.19890 -4.70172
H -1.49101 1.86602 -2.24508
C 3.26458 10.20041 -0.87008
C 2.42476 8.96822 -0.66348
O 2.49767 7.97081 -1.32633
S 1.28652 9.12984 0.70596
C 0.53453 7.51457 0.65808
C -0.37117 7.21297 -0.34785
C -0.87747 5.92933 -0.44837
C -0.48100 4.94264 0.45561
C 0.41435 5.27257 1.48050
C 0.92155 6.55439 1.58316
C -0.88533 3.57805 0.34236
C -1.09599 2.37984 0.28671
H 3.24026 10.47801 -1.92313
H 4.29674 9.96355 -0.60996
H 2.91697 11.03009 -0.25848
H -0.65728 7.97917 -1.05545
H -1.57225 5.68142 -1.23986
H 0.72084 4.49612 2.16873
H 1.62713 6.81063 2.36176
O 1.17993 0.86185 4.30131
C 1.86118 1.19793 3.28129
O 1.44144 1.17282 2.10717
C 3.32208 1.50705 3.50704
C 3.84205 1.67827 4.78504
C 5.21136 1.79046 4.96818
C 6.07262 1.71497 3.88232
C 5.55662 1.54785 2.60476
C 4.18732 1.45245 2.41733
H 3.16289 1.71111 5.62621
H 5.61527 1.91459 5.96504
H 7.14295 1.77809 4.03256
H 6.22516 1.46885 1.75670
H 3.76290 1.31563 1.43200
C -6.16048 1.07918 -0.80669
C -5.09088 1.64108 0.11259
N -3.80888 1.11160 -0.29565
C -3.61816 -0.17292 -0.68877
N -2.39980 -0.64343 -0.72501
C -2.14843 -1.96513 -1.27152
C -3.24934 -2.43366 -2.20921
C -4.56961 -2.26520 -1.48073
N -4.72364 -0.86751 -1.12738
C -6.06331 -0.43465 -0.76684
H -5.98022 1.43053 -1.82424
H -7.15696 1.39626 -0.49983
H -5.31609 1.38188 1.15571
H -5.04965 2.72815 0.04299
H -2.95853 1.58319 0.01535
H -2.04357 -2.67892 -0.44768
H -1.18960 -1.92410 -1.79800
H -3.09269 -3.47392 -2.49708
H -3.25433 -1.81469 -3.10954
H -4.58937 -2.90687 -0.58813
H -5.41220 -2.54741 -2.11518
H -6.32984 -0.79732 0.23642
H -6.76123 -0.88372 -1.47642
C -1.40042 -0.17042 2.60807
H -1.41425 0.75649 3.18433
H -2.29175 -0.75190 2.85637
I 0.15426 -1.26322 3.60762
C -0.26898 -3.07940 2.55366
C -0.59311 -4.28417 3.16019
C -0.53516 -5.43446 2.38701
C -0.18621 -5.33444 1.04951
C 0.05024 -4.07228 0.52438
N 0.02566 -2.97413 1.26939
H -0.86840 -4.31718 4.20500
H -0.73972 -6.39976 2.83102
H -0.08902 -6.21744 0.43364
H 0.28300 -3.91966 -0.52433

The value obtained for the LUMO energy is -0.2 eV. As for the largest force on an atom: 1.2 eV/A. For the HOMO energy, the calculation gives -7.04 eV. The calculation puts the total energy at -5641.355329 Eh. As for the spin multiplicity: 1. Its charge is 0. Its molar mass is 1122.90 g mol⁻¹. For the HOMO-LUMO gap, the calculation gives 6.80 eV.

For each atom in turn, the Löwdin charge in e is: 1.173 0.722 -0.692 -0.132 -0.025 -0.269 -0.007 -0.114 0.116 -0.095 -0.243 -0.031 -0.066 -0.049 -0.135 0.064 0.100 0.105 0.104 0.106 0.122 0.108 0.108 0.105 0.083 -0.079 -0.754 0.037 1.003 -0.539 -0.096 -0.026 -0.245 -0.012 -0.084 -0.121 -0.225 0.087 0.090 0.059 0.109 0.113 0.120 0.106 -0.262 -0.687 -0.193 -0.134 -0.029 -0.089 -0.098 -0.085 -0.031 0.111 0.098 0.097 0.099 0.108 -0.163 -0.181 0.075 -0.365 -0.056 -0.259 -0.155 -0.161 -0.051 -0.163 0.121 0.115 0.121 0.123 0.042 0.094 0.096 0.114 0.120 0.131 0.120 0.129 0.120 -0.587 -0.036 -0.045 1.647 -0.596 -0.106 -0.069 -0.056 -0.150 0.001 0.098 0.109 0.104 0.111


C42H40BrIN6O3PbS | ωB97M-V/def2-TZVPD

CARTESIAN COORDINATES (ANGSTROEM)
Pb -0.34446 0.91468 -0.54213
Br 6.07798 5.71364 0.25837
C 5.02688 4.13775 0.26537
C 3.76410 4.16021 -0.30454
C 2.99915 3.00751 -0.28492
C 3.49523 1.83415 0.27558
C 4.75840 1.83565 0.86208
C 5.52685 2.98986 0.85770
N 2.65402 0.70233 0.25516
C 3.14423 -0.44714 0.07267
C 2.30822 -1.66515 0.08705
C 2.93576 -2.90304 0.11806
C 2.15984 -4.05059 0.16250
C 0.78484 -3.91749 0.15751
C 0.24033 -2.64035 0.09833
N 0.97568 -1.53357 0.07203
H 3.36975 5.06555 -0.74486
H 2.00859 3.01197 -0.72005
H 5.13252 0.94675 1.35444
H 6.50334 2.99972 1.32167
H 4.21515 -0.60811 -0.09596
H 4.01658 -2.95805 0.11246
H 2.62392 -5.02754 0.19559
H 0.13228 -4.77942 0.17932
H -0.83373 -2.48962 0.05817
C -8.55092 -7.16588 0.56494
C -7.52544 -6.06150 0.49903
O -6.44406 -6.12545 1.01332
S -8.09500 -4.64924 -0.44118
C -6.65617 -3.62007 -0.38939
C -6.38496 -2.85377 0.73742
C -5.25700 -2.05421 0.77278
C -4.38500 -1.99611 -0.31830
C -4.67375 -2.76550 -1.44829
C -5.79821 -3.57199 -1.48160
C -3.21307 -1.17195 -0.26733
C -2.22535 -0.46076 -0.20629
H -8.61801 -7.52007 1.59230
H -8.20115 -7.99023 -0.05747
H -9.52931 -6.84445 0.21309
H -7.05542 -2.89453 1.58626
H -5.03349 -1.46071 1.64905
H -4.00329 -2.72368 -2.29650
H -6.01325 -4.17147 -2.35660
O -1.00804 4.52027 0.92373
C -0.99645 4.17925 -0.26887
O -1.50295 3.10575 -0.72869
C -0.33827 5.10025 -1.27802
C 0.14971 6.33813 -0.87430
C 0.77117 7.17780 -1.78767
C 0.91916 6.77842 -3.11025
C 0.43830 5.53985 -3.51663
C -0.19427 4.70651 -2.60394
H 0.03406 6.61975 0.16387
H 1.14674 8.14204 -1.46904
H 1.40811 7.43144 -3.82246
H 0.54844 5.22969 -4.54928
H -0.58814 3.74236 -2.90117
C -5.18517 1.73624 2.04861
C -4.12379 2.80760 1.91767
N -2.80473 2.21643 2.05773
C -2.55162 1.02762 2.58948
N -1.30672 0.56318 2.57470
C -0.95353 -0.76066 3.07610
C -2.16626 -1.64167 3.29235
C -3.24610 -0.83685 3.98340
N -3.56137 0.31817 3.16409
C -4.88127 0.91751 3.28899
H -5.16765 1.08352 1.17289
H -6.17378 2.18810 2.12636
H -4.26353 3.58002 2.67950
H -4.15505 3.29193 0.94233
H -2.05184 2.75158 1.62280
H -0.38100 -0.64253 4.00256
H -0.29253 -1.21249 2.33663
H -1.89112 -2.51064 3.89037
H -2.54417 -1.98526 2.32783
H -2.92472 -0.53065 4.98790
H -4.15950 -1.42280 4.09443
H -4.94825 1.54210 4.18948
H -5.59729 0.10187 3.40307
C -0.25221 1.23709 1.80482
H 0.69005 0.80112 2.13240
H -0.21846 2.30051 2.05064
I 0.15515 -2.41271 -3.50220
C 1.01268 -0.49870 -3.63139
C 0.30058 0.50151 -4.28203
C 0.84430 1.77343 -4.28110
C 2.06218 1.98600 -3.65099
C 2.68800 0.90647 -3.05430
N 2.17139 -0.32496 -3.03438
H -0.65171 0.28963 -4.74501
H 0.31717 2.58975 -4.75852
H 2.51741 2.96638 -3.61445
H 3.64364 1.03131 -2.55795

The value obtained for the LUMO energy is -0.4 eV. As for the largest force on an atom: 0.4 eV/A. For the HOMO energy, the calculation gives -7.10 eV. The calculation puts the total energy at -5641.472226 Eh. As for the spin multiplicity: 1. Its charge is 0. Its molar mass is 1122.90 g mol⁻¹. For the HOMO-LUMO gap, the calculation gives 6.73 eV.

For each atom in turn, the Löwdin charge in e is: 1.207 0.733 -0.691 -0.105 -0.018 -0.274 -0.023 -0.124 0.085 -0.103 -0.260 -0.015 -0.054 -0.059 -0.196 0.061 0.103 0.087 0.111 0.101 0.130 0.113 0.111 0.110 0.077 -0.078 -0.752 0.036 1.011 -0.546 -0.085 -0.028 -0.247 -0.021 -0.086 -0.155 -0.175 0.087 0.090 0.061 0.110 0.088 0.116 0.107 -0.009 -0.653 -0.235 -0.139 -0.027 -0.086 -0.097 -0.092 -0.041 0.113 0.100 0.098 0.095 0.095 -0.146 -0.145 0.135 -0.293 -0.096 -0.145 -0.141 -0.146 -0.037 -0.150 0.116 0.120 0.125 0.129 0.086 0.131 0.096 0.122 0.100 0.133 0.120 0.132 0.115 -0.252 0.034 0.047 0.886 -0.824 -0.155 -0.081 -0.066 -0.158 0.027 0.096 0.105 0.108 0.108